# 1
Formula: C18H25FI3N3P
Source: the OMol25 dataset
Level of theory: ωB97M-V/def2-TZVPD

Each line ends with the Mulliken charge.
Positions of all 51 atoms, in Å:
C1 -2.46380 -1.11245 4.56194  -1.1948
C2 -2.83780 -0.52095 3.18969  -0.5504
P1 -1.77794 0.92862 2.74240  0.0545
C3 -2.93710 2.13734 1.96252  -1.2036
C4 -0.75466 0.43399 1.25584  -0.2520
C5 0.51189 1.16816 0.79925  0.6809
C6 1.78074 1.19855 1.69712  -1.2582
I1 3.48262 0.07838 1.09430  0.2109
C7 1.88177 1.97645 2.77393  0.3058
C8 0.81375 2.92147 3.20540  -1.3630
I2 3.56915 2.07327 4.01441  0.0912
N1 0.81499 0.26051 -0.38900  0.4218
C9 0.68039 0.84516 -1.74368  -1.6951
C10 -0.67362 0.67951 -2.38656  1.0348
C11 -0.59823 1.07771 -3.85432  -1.6728
F1 -1.57534 1.52885 -1.76494  -0.3729
C12 0.32422 -0.94355 -0.11080  -0.1390
N2 0.48309 -2.06677 -0.77685  0.2013
C13 1.24556 -2.20574 -1.99143  -0.3411
C14 2.62968 -2.24129 -1.99647  -0.1741
C15 3.32187 -2.40707 -3.19601  -0.6960
C16 2.63687 -2.56489 -4.39840  -0.4577
C17 1.24623 -2.52931 -4.38450  -0.8099
C18 0.54936 -2.35803 -3.18935  0.1651
N3 -0.43613 -0.98612 1.04887  -0.7698
I3 0.47459 -1.97130 2.64041  0.2857
H1 -2.23593 -2.16982 4.49588  0.2821
H2 -3.29635 -0.99579 5.24826  0.3623
H3 -1.62283 -0.59137 5.00588  0.3299
H4 -2.84655 -1.28547 2.41660  0.4452
H5 -3.85114 -0.13783 3.26248  0.4074
H6 -3.94345 1.96216 2.32019  0.4851
H7 -2.94590 1.99224 0.88179  0.3200
H8 -2.61110 3.14993 2.16101  0.3096
H9 -1.45268 0.61045 0.43118  0.4065
H10 0.37354 2.17385 0.42269  0.7535
H11 1.21972 3.82095 3.65166  0.5902
H12 0.12234 3.17165 2.40815  0.2104
H13 0.22089 2.43794 3.97597  0.3622
H14 0.88889 1.90717 -1.68655  0.6775
H15 1.45130 0.42560 -2.38120  0.4584
H16 -1.04492 -0.33948 -2.32188  0.2231
H17 0.28845 0.68967 -4.34019  0.3741
H18 -1.50627 0.80723 -4.37796  0.3928
H19 -0.54884 2.16426 -3.87593  0.4532
H20 0.02283 -2.88025 -0.39666  0.3388
H21 3.19018 -2.14775 -1.08164  0.4795
H22 4.39783 -2.43751 -3.17951  0.4227
H23 3.17324 -2.71977 -5.31717  0.4458
H24 0.69322 -2.65208 -5.30071  0.4187
H25 -0.52861 -2.35644 -3.22609  0.5494

Cartesian forces (eV/Å) of the 2 atoms listed first:
-0.180 0.094 -0.063
0.138 -0.100 -0.195

The total charge is +1. The value obtained for the total energy is -59842.57332 eV. The LUMO energy is -4.04 eV. The value obtained for the gap between HOMO and LUMO is 7.07 eV. Its spin multiplicity is 1.

=====

# 2
Formula: C3H8N2
Source: the OMol25 dataset
Level of theory: ωB97M-V/def2-TZVPD

Each line ends with the Mulliken charge.
Positions of all 13 atoms, in Å:
H1 0.50006 2.66318 2.39109  0.2526
N1 0.42741 1.76851 2.06825  -0.6411
C1 0.67968 2.04295 0.83521  0.0422
N2 0.07236 1.36348 -0.28476  -0.4313
H2 1.23095 2.87830 0.55569  0.3121
H3 -0.57521 0.54310 -0.30568  0.2630
H4 0.62758 1.67097 -1.10511  0.2209
C2 -1.17406 -2.22493 -0.89910  -0.4014
C3 0.05014 -1.76858 -0.39687  -0.6507
H5 -1.49171 -2.41006 -1.95132  0.2538
H6 -1.66451 -2.97678 -0.29854  0.2333
H7 0.80782 -1.23452 -1.01704  0.2907
H8 0.50952 -2.31562 0.40818  0.2558

Cartesian forces (eV/Å) of the 2 atoms listed first:
1.161 2.793 2.813
-0.765 -1.978 -2.840

For the energy above the lowest of the compared OMol25 structures with the same formula, charge and spin, the calculation gives 373.22 kJ/mol. The total charge is 0. Its SMILES is [H]/N=C/N.C=C. The value obtained for the total energy is -6217.97869 eV. The LUMO energy is 0.91 eV. The value obtained for the gap between HOMO and LUMO is 9.89 eV. Its spin multiplicity is 1.

=====

# 3
Formula: C18H7Cl60NO2
Source: the OMol25 dataset
Level of theory: ωB97M-V/def2-TZVPD

Each line ends with the Mulliken charge.
Positions of all 88 atoms, in Å:
C1 -0.97226 2.02114 -2.17366  -0.5953
N1 -1.86574 1.14046 -2.97725  0.1153
C2 -3.22162 1.10186 -2.48468  0.2629
O1 -3.92835 0.11086 -2.80733  -0.6921
O2 -3.82455 2.10861 -1.71726  0.0412
C3 -5.21169 2.31738 -2.14377  -0.5316
H1 -0.81746 2.98242 -2.76432  0.1698
H2 -1.31209 2.18999 -1.10692  0.1932
H3 0.05299 1.50565 -2.15958  0.2453
H4 -1.54796 0.15981 -2.94651  0.2981
H5 -5.63058 3.28583 -1.70461  0.2074
H6 -5.88156 1.44257 -1.84225  0.1973
H7 -5.22720 2.33070 -3.28619  0.2161
C4 -5.62985 -1.52365 1.32860  0.1999
Cl1 -6.33642 -1.92122 -0.24989  -0.0905
Cl2 -3.88026 -1.81566 1.28619  0.0672
Cl3 -5.93673 0.18566 1.70428  -0.0754
Cl4 -6.36823 -2.54612 2.57951  -0.1058
C5 2.15194 -1.24500 -0.39605  0.1044
Cl5 0.67462 -1.74728 -1.24054  -0.0551
Cl6 3.45855 -1.03041 -1.57867  0.0229
Cl7 1.85790 0.28821 0.45058  0.0595
Cl8 2.61356 -2.48682 0.78869  -0.0639
C6 -0.84304 -3.16533 4.19851  -0.0736
Cl9 -1.43608 -1.55095 4.63594  0.1021
Cl10 -0.15839 -3.95785 5.62850  -0.1013
Cl11 -2.18693 -4.14515 3.57687  -0.0418
Cl12 0.41291 -3.01567 2.95096  0.1020
C7 -3.89466 -0.37744 7.44381  0.2760
Cl13 -2.87591 -1.78947 7.79443  -0.0689
Cl14 -2.92449 0.86824 6.62800  -0.0796
Cl15 -5.23822 -0.86377 6.39007  -0.0627
Cl16 -4.53972 0.27773 8.96272  -0.1008
C8 0.08552 -5.73962 -0.86111  0.1346
Cl17 1.06651 -5.03373 -2.16253  -0.0604
Cl18 -1.53451 -6.11714 -1.48041  -0.0745
Cl19 0.86068 -7.22842 -0.28162  -0.0885
Cl20 -0.05250 -4.58444 0.48424  0.1568
C9 -2.73698 5.61420 -0.66998  0.1808
Cl21 -3.46097 5.46798 -2.29277  -0.0779
Cl22 -1.01476 5.18127 -0.72559  -0.0061
Cl23 -2.89635 7.29429 -0.11786  -0.0929
Cl24 -3.57924 4.53832 0.46185  -0.0539
C10 -6.22029 7.29685 2.65886  0.3123
Cl25 -6.28748 8.42350 1.28817  -0.0863
Cl26 -6.22486 5.62797 2.05325  -0.0475
Cl27 -4.73534 7.58386 3.58894  -0.0894
Cl28 -7.63268 7.55182 3.70433  -0.1027
C11 -3.56595 -9.07009 0.89771  0.2671
Cl29 -1.98430 -9.87480 0.95531  -0.0817
Cl30 -4.18442 -9.09916 -0.76653  -0.0938
Cl31 -4.70169 -9.91907 1.96641  -0.1041
Cl32 -3.39287 -7.38713 1.43453  0.0005
C12 5.43808 -6.00274 -1.57791  0.2477
Cl33 5.02096 -7.59178 -0.90473  -0.0909
Cl34 7.19965 -5.78077 -1.51914  -0.1230
Cl35 4.87731 -5.90702 -3.26143  -0.0720
Cl36 4.65160 -4.72992 -0.62306  0.0416
C13 2.78387 4.33377 1.81957  0.2675
Cl37 4.31618 3.43945 1.82401  -0.0449
Cl38 2.16916 4.46185 0.15482  -0.0023
Cl39 1.61673 3.48158 2.85338  -0.0581
Cl40 3.03999 5.97562 2.45121  -0.1355
C14 2.26815 0.16050 6.31329  0.2065
Cl41 2.14665 1.20253 4.87644  -0.0081
Cl42 2.36343 -1.54944 5.84173  -0.0582
Cl43 3.73461 0.59192 7.21672  -0.1085
Cl44 0.84338 0.40962 7.34348  -0.0595
C15 6.17429 1.90799 -3.05677  0.2564
Cl45 4.93397 2.89756 -2.25920  -0.0040
Cl46 5.45670 0.37627 -3.59844  -0.0840
Cl47 6.82108 2.78432 -4.45825  -0.1002
Cl48 7.48784 1.56796 -1.91259  -0.1039
C16 7.34989 6.11645 0.59337  0.2422
Cl49 7.26354 7.15954 -0.84094  -0.1045
Cl50 7.43269 4.41532 0.08918  -0.0215
Cl51 8.80213 6.52017 1.53265  -0.0985
Cl52 5.90699 6.36942 1.59628  -0.0272
C17 -3.04604 2.37984 -6.31712  0.1636
Cl53 -2.03523 3.21520 -7.51491  -0.1071
Cl54 -4.72131 2.31076 -6.90205  -0.1004
Cl55 -2.43711 0.73082 -6.07858  -0.0703
Cl56 -2.99520 3.26951 -4.77868  0.0291
C18 7.55968 -5.23532 -6.36081  0.3154
Cl57 7.46825 -4.99303 -4.60501  -0.0147
Cl58 6.10025 -6.08165 -6.91673  -0.1097
Cl59 7.67512 -3.65966 -7.17200  -0.0954
Cl60 8.99274 -6.20842 -6.75108  -0.1022

Cartesian forces (eV/Å) of the 2 atoms listed first:
1.584 0.061 -0.624
-1.528 0.401 3.237

For the energy above the lowest of the compared OMol25 structures with the same formula, charge and spin, the calculation gives 86.35 kJ/mol. The total charge is 0. The value obtained for the total energy is -775704.61272 eV. The LUMO energy is -0.20 eV. The value obtained for the gap between HOMO and LUMO is 9.77 eV. Its spin multiplicity is 1.

=====

# 4
Formula: C4H11N2O2
Source: the OMol25 dataset
Level of theory: ωB97M-V/def2-TZVPD

Each line ends with the Mulliken charge.
Positions of all 19 atoms, in Å:
C1 0.86792 1.99144 0.47269  -1.2767
C2 0.58243 0.50814 0.63731  0.3539
O1 1.73115 -0.31894 0.48314  -0.5830
C3 -0.40664 -0.02997 -0.40257  -0.3920
N1 0.38985 -0.43956 -1.62070  -0.3123
C4 -1.26762 -1.32170 -0.13916  0.3700
N2 -1.97220 -1.43355 0.98372  -0.3325
O2 -1.24018 -2.16202 -1.01700  -0.6201
H1 0.50466 2.59688 1.30302  0.3312
H2 0.55179 2.40958 -0.48105  0.3170
H3 1.95360 2.14698 0.51652  0.3485
H4 0.13689 0.37919 1.62605  0.4841
H5 2.12533 -0.48576 1.34363  0.3555
H6 -1.11360 0.71646 -0.77374  0.4404
H7 1.06698 -1.12463 -1.26548  0.3380
H8 0.91312 0.31585 -2.06075  0.3307
H9 -0.24608 -0.80488 -2.32805  0.3535
H10 -1.97817 -0.71822 1.69038  0.2049
H11 -2.59922 -2.22530 1.03204  0.2890

Cartesian forces (eV/Å) of the 2 atoms listed first:
1.193 0.426 0.022
-0.639 -0.109 0.223

For the energy above the lowest of the compared OMol25 structures with the same formula, charge and spin, the calculation gives 51.49 kJ/mol. The total charge is +1. Its SMILES is C[C@H](O)[C@@H]([NH3+])C(N)=O. The value obtained for the total energy is -11395.58979 eV. The LUMO energy is -3.21 eV. The value obtained for the gap between HOMO and LUMO is 11.36 eV. Its spin multiplicity is 1.